{
  "formula": "C41H43IrN4OSSb",
  "method": "the ωB97M-V functional and the def2-TZVPD basis",
  "symbols": ["Ir", "C", "C", "C", "C", "C", "C", "C", "C", "C", "C", "N", "C", "C", "C", "C", "C", "N", "H", "H", "H", "H", "H", "H", "H", "H", "H", "H", "H", "H", "H", "H", "H", "H", "H", "S", "C", "C", "C", "C", "C", "N", "H", "H", "H", "H", "C", "N", "C", "C", "O", "H", "H", "H", "H", "H", "H", "H", "C", "C", "C", "C", "C", "C", "Sb", "C", "C", "C", "C", "C", "C", "C", "C", "C", "C", "C", "C", "H", "H", "H", "H", "H", "H", "H", "H", "H", "H", "H", "H", "H", "H", "H"],
  "xyz": [[-0.440, 0.305, 0.089], [-5.089, 3.141, 0.207], [-3.638, 3.078, 0.699], [-2.675, 3.680, -0.296], [-2.538, 5.061, -0.361], [-1.655, 5.653, -1.246], [-0.904, 4.860, -2.100], [-1.022, 3.477, -2.077], [-0.247, 2.637, -3.055], [-1.049, 2.348, -4.329], [-1.904, 2.887, -1.157], [-1.956, 1.480, -1.045], [-2.937, 0.760, -1.480], [-2.948, -0.615, -1.229], [-3.868, -1.625, -1.545], [-3.379, -2.790, -0.969], [-2.181, -2.449, -0.326], [-1.921, -1.148, -0.487], [-5.755, 2.669, 0.930], [-5.203, 2.628, -0.748], [-5.406, 4.176, 0.079], [-3.368, 2.041, 0.911], [-3.572, 3.642, 1.634], [-3.139, 5.677, 0.299], [-1.554, 6.731, -1.270], [-0.219, 5.315, -2.805], [0.022, 1.688, -2.596], [0.676, 3.156, -3.320], [-1.946, 1.772, -4.096], [-0.440, 1.767, -5.022], [-1.346, 3.271, -4.829], [-3.751, 1.217, -2.036], [-4.779, -1.493, -2.106], [-3.824, -3.770, -1.002], [-1.541, -3.100, 0.252], [1.814, 0.812, -0.803], [1.572, 2.322, -0.007], [2.444, 3.406, -0.040], [2.049, 4.574, 0.580], [0.810, 4.629, 1.216], [0.022, 3.497, 1.224], [0.401, 2.362, 0.637], [3.388, 3.319, -0.560], [2.692, 5.444, 0.560], [0.464, 5.535, 1.689], [-0.949, 3.494, 1.699], [0.030, 0.197, 4.945], [-0.814, 1.268, 4.439], [-1.081, 2.362, 5.350], [-1.307, 1.229, 3.206], [-1.061, 0.347, 2.382], [-0.392, -0.188, 5.874], [1.038, 0.567, 5.139], [0.067, -0.601, 4.209], [-1.649, 2.016, 6.214], [-1.644, 3.147, 4.848], [-0.140, 2.782, 5.708], [-1.993, 2.057, 2.982], [1.844, -4.163, -4.608], [0.856, -3.213, -4.405], [0.662, -2.672, -3.140], [1.456, -3.092, -2.081], [2.443, -4.052, -2.282], [2.638, -4.582, -3.548], [1.171, -2.325, -0.102], [3.241, -1.958, 0.359], [4.150, -1.712, -0.664], [5.450, -1.332, -0.363], [5.848, -1.190, 0.958], [4.943, -1.432, 1.981], [3.641, -1.804, 1.682], [0.873, -4.255, 0.826], [1.180, -4.459, 2.166], [1.064, -5.725, 2.720], [0.617, -6.784, 1.943], [0.266, -6.572, 0.618], [0.386, -5.308, 0.059], [1.999, -4.580, -5.594], [0.232, -2.894, -5.230], [-0.109, -1.927, -2.977], [3.054, -4.390, -1.453], [3.409, -5.326, -3.706], [3.844, -1.805, -1.699], [6.152, -1.139, -1.165], [6.861, -0.890, 1.190], [5.246, -1.313, 3.014], [2.934, -1.969, 2.487], [1.517, -3.635, 2.784], [1.321, -5.887, 3.759], [0.536, -7.773, 2.373], [-0.100, -7.393, 0.016], [0.110, -5.149, -0.977]],
  "atomic_forces_ev_per_a": [[-0.67, 0.94, -1.07], [0.07, -0.09, 0.15], [-0.08, 0.06, -0.12], [0.04, -0.24, -0.04], [-0.07, 0.08, -0.03], [-0.04, 0.01, 0.02], [-0.04, 0.01, 0.03], [-0.02, -0.21, 0.08], [-0.16, -0.01, -0.13], [0.15, -0.01, 0.08], [-0.17, 0.76, -0.19], [1.51, -0.69, 0.89], [0.01, 0.11, -0.12], [-0.36, -0.34, -0.25], [0.08, 0.30, 0.05], [0.16, 0.00, 0.08], [-0.12, -0.40, 0.07], [1.52, 0.99, 0.38], [-0.04, 0.01, -0.03], [-0.03, 0.02, -0.01], [0.00, 0.00, -0.07], [0.01, 0.01, 0.05], [0.03, -0.04, 0.04], [0.02, 0.01, 0.01], [0.00, 0.00, -0.02], [0.00, 0.00, 0.00], [0.08, 0.02, 0.00], [0.03, -0.03, 0.04], [-0.04, 0.03, -0.05], [-0.06, -0.02, -0.04], [-0.05, 0.00, 0.01], [0.05, 0.11, 0.03], [0.00, -0.03, -0.01], [0.01, -0.01, 0.04], [-0.04, 0.03, -0.02], [-1.35, -0.43, -0.28], [0.23, 0.15, -0.16], [-0.04, 0.18, 0.03], [0.05, -0.13, -0.04], [-0.02, -0.14, -0.04], [-0.36, 0.12, 0.30], [0.28, -1.76, -0.34], [-0.01, 0.01, -0.03], [0.00, 0.00, 0.01], [-0.04, -0.03, 0.02], [0.06, 0.02, 0.01], [0.01, -0.04, -0.06], [0.13, -0.14, 0.11], [-0.08, 0.08, 0.08], [-0.19, 0.09, -0.05], [-0.26, -0.45, -0.02], [0.01, 0.02, 0.00], [0.00, 0.00, 0.00], [0.02, 0.01, -0.01], [-0.02, -0.01, -0.03], [-0.01, -0.03, -0.02], [0.00, 0.02, -0.04], [0.05, 0.01, -0.04], [0.00, 0.00, 0.00], [-0.03, 0.01, -0.04], [-0.04, 0.08, 0.05], [-0.30, 0.41, 0.29], [0.01, -0.04, 0.04], [0.01, -0.01, 0.01], [0.48, 0.26, 0.51], [-0.40, -0.04, -0.05], [-0.03, -0.04, 0.03], [0.06, 0.02, -0.03], [0.00, -0.04, -0.02], [-0.02, 0.06, 0.07], [-0.06, -0.05, -0.04], [-0.10, 0.50, -0.13], [0.02, 0.03, 0.03], [0.00, 0.00, 0.04], [-0.01, 0.00, 0.01], [-0.04, -0.05, -0.01], [0.02, 0.02, 0.01], [-0.01, 0.00, 0.00], [0.00, 0.02, 0.00], [-0.02, -0.01, -0.03], [0.02, -0.01, -0.02], [0.00, 0.00, 0.00], [0.05, 0.01, -0.01], [0.00, -0.01, 0.00], [0.00, -0.01, 0.00], [0.01, -0.03, 0.00], [0.05, 0.04, 0.04], [0.04, -0.05, 0.02], [0.00, 0.01, 0.00], [-0.01, 0.00, 0.00], [0.00, 0.00, 0.00], [0.03, -0.04, -0.03]],
  "mulliken_charge": [3.42, -1.46, -0.69, 0.64, -0.58, -1.22, -0.51, 0.98, -0.51, -1.34, -0.62, 0.07, 0.19, -0.26, -1.18, -0.96, -0.83, -0.08, 0.45, 0.28, 0.36, 0.16, 0.58, 0.49, 0.43, 0.52, -0.36, 0.60, 0.28, 0.43, 0.35, 0.60, 0.53, 0.48, 0.78, -0.39, 0.78, -1.01, -0.39, -1.38, -0.11, -0.12, 0.52, 0.42, 0.49, 0.67, -0.96, 0.17, -0.94, 0.25, -1.01, 0.34, 0.34, 0.23, 0.34, 0.33, 0.33, 0.20, -0.57, -0.53, -0.72, 0.43, -0.32, -0.77, 0.82, 0.92, -0.27, -0.79, -0.53, -0.69, -0.73, 0.81, -0.71, -0.62, -0.51, -0.74, -0.13, 0.39, 0.44, 0.27, 0.47, 0.42, 0.39, 0.42, 0.41, 0.42, 0.14, 0.08, 0.41, 0.40, 0.41, 0.52],
  "fmax_ha_per_bohr": 0.037,
  "orbital_gap_ev": [6.5, 6.5],
  "spin_multiplicity": 1,
  "charge": 1,
  "e_tot_ev": -71428.09661,
  "e_above_lowest_kcal_mol": 81.7
}


{
  "formula": "C45H29N11O2Ti",
  "method": "the ωB97M-V functional and the def2-TZVPD basis",
  "symbols": ["Ti", "C", "C", "C", "C", "C", "N", "C", "C", "C", "C", "C", "C", "C", "C", "N", "C", "N", "C", "N", "C", "N", "C", "N", "C", "N", "C", "C", "C", "C", "C", "C", "C", "C", "C", "C", "C", "C", "C", "C", "N", "H", "H", "H", "H", "H", "H", "H", "H", "H", "H", "H", "H", "H", "H", "H", "H", "O", "C", "N", "C", "C", "C", "C", "C", "C", "N", "C", "C", "C", "C", "C", "N", "H", "H", "H", "H", "H", "H", "H", "H", "H", "H", "C", "O", "H", "H", "H"],
  "xyz": [[0.116, -0.059, -0.402], [2.617, 0.629, -6.443], [3.059, -0.679, -6.215], [2.869, -1.299, -4.990], [2.222, -0.569, -4.007], [1.864, -0.917, -2.629], [2.071, -2.081, -2.134], [1.908, -2.347, -0.808], [2.164, -3.626, -0.255], [2.448, -4.875, -0.836], [2.611, -5.946, -0.001], [2.519, -5.795, 1.410], [2.277, -4.580, 1.989], [2.086, -3.471, 1.140], [1.829, -2.104, 1.398], [1.683, -1.634, 2.658], [1.745, -0.382, 2.951], [2.075, 0.531, 1.923], [-0.046, 1.613, 2.254], [-0.657, 2.590, 1.728], [-0.570, 2.852, 0.386], [-0.015, 2.033, -0.600], [-0.049, 2.731, -1.766], [0.523, 2.314, -2.932], [1.133, 1.190, -3.003], [1.257, 0.188, -2.025], [1.784, 0.722, -4.232], [1.970, 1.352, -5.452], [-0.675, 3.978, -1.575], [-0.969, 5.049, -2.447], [-1.613, 6.137, -1.936], [-1.967, 6.203, -0.557], [-1.675, 5.189, 0.308], [-1.022, 4.043, -0.204], [0.036, 1.213, 3.667], [-0.796, 1.799, 4.618], [-0.753, 1.368, 5.933], [0.116, 0.348, 6.304], [0.957, -0.235, 5.369], [0.942, 0.199, 4.051], [1.640, -1.437, 0.170], [2.786, 1.080, -7.412], [3.557, -1.213, -7.013], [3.206, -2.309, -4.803], [2.523, -4.973, -1.911], [2.818, -6.926, -0.409], [2.656, -6.669, 2.034], [2.228, -4.464, 3.064], [1.623, 2.363, -5.613], [-0.689, 4.993, -3.491], [-1.859, 6.973, -2.579], [-2.474, 7.088, -0.195], [-1.933, 5.250, 1.357], [-1.480, 2.578, 4.308], [-1.402, 1.822, 6.669], [0.142, 0.010, 7.331], [1.639, -1.026, 5.651], [-2.447, -2.826, -2.100], [-1.641, -2.244, -1.394], [-1.084, -1.035, -1.651], [-1.924, -0.123, -2.408], [-2.733, 0.652, -1.386], [-3.922, 1.295, -1.700], [-4.671, 1.850, -0.679], [-4.223, 1.721, 0.628], [-3.011, 1.098, 0.852], [-2.261, 0.603, -0.135], [-1.352, -2.749, -0.011], [-1.661, -4.043, 0.366], [-1.639, -4.353, 1.715], [-1.375, -3.344, 2.627], [-1.054, -2.081, 2.159], [-1.000, -1.794, 0.859], [-1.349, 0.537, -3.062], [-2.609, -0.706, -3.029], [-4.253, 1.333, -2.729], [-5.602, 2.356, -0.895], [-4.791, 2.106, 1.462], [-2.614, 1.005, 1.854], [-1.939, -4.756, -0.396], [-1.858, -5.357, 2.053], [-1.394, -3.525, 3.693], [-0.832, -1.278, 2.848], [2.721, 1.784, 2.266], [0.711, 0.800, 1.405], [2.283, 2.317, 3.115], [2.714, 2.415, 1.379], [3.755, 1.529, 2.498]],
  "atomic_forces_ev_per_a": [[-0.23, 0.00, 0.33], [0.01, 0.02, 0.00], [0.00, 0.02, -0.05], [-0.02, 0.06, 0.03], [0.01, -0.03, -0.10], [-0.02, -0.11, 0.00], [-0.04, 0.14, 0.00], [-0.03, 0.03, -0.16], [-0.05, -0.01, 0.09], [0.00, 0.09, -0.03], [0.00, -0.03, 0.08], [0.02, -0.09, -0.08], [0.00, 0.11, 0.04], [0.05, -0.07, -0.03], [-0.09, -0.04, -0.10], [0.00, 0.08, 0.04], [0.05, -0.07, -0.01], [0.02, -0.07, 0.02], [0.06, 0.02, -0.02], [0.10, -0.05, 0.09], [-0.02, -0.02, 0.00], [0.00, 0.08, 0.23], [0.15, -0.15, -0.11], [0.03, -0.06, 0.01], [-0.01, 0.08, -0.02], [-0.18, -0.01, 0.10], [-0.01, 0.07, -0.06], [0.03, -0.10, 0.01], [-0.09, 0.09, 0.06], [0.06, -0.14, -0.01], [-0.05, 0.07, 0.06], [0.00, 0.05, -0.08], [0.05, -0.14, 0.03], [0.00, 0.08, -0.08], [-0.09, 0.12, 0.01], [0.06, -0.05, 0.00], [0.01, -0.01, 0.00], [-0.01, 0.00, 0.06], [0.01, 0.02, -0.05], [-0.04, 0.01, 0.10], [0.16, 0.05, 0.13], [0.00, 0.00, 0.00], [0.00, 0.00, 0.00], [-0.01, -0.02, 0.02], [0.00, 0.00, -0.01], [0.00, -0.01, -0.01], [0.00, 0.00, 0.01], [-0.01, 0.00, 0.01], [-0.01, 0.02, 0.00], [0.00, 0.00, -0.01], [0.00, 0.00, 0.00], [-0.01, 0.01, 0.01], [-0.01, 0.00, 0.01], [-0.01, 0.01, -0.02], [0.00, 0.00, 0.01], [0.00, 0.00, 0.01], [0.01, -0.01, 0.01], [0.11, -0.03, 0.02], [-0.21, -0.02, -0.01], [0.26, 0.03, 0.01], [-0.11, -0.11, -0.09], [-0.10, 0.04, -0.05], [0.01, -0.03, 0.06], [0.05, -0.01, 0.02], [-0.01, -0.01, -0.02], [0.00, 0.02, 0.04], [0.11, -0.06, -0.15], [-0.03, -0.10, 0.08], [0.02, 0.08, 0.03], [0.00, 0.03, -0.01], [0.01, 0.04, -0.01], [0.00, -0.02, 0.05], [0.10, 0.11, -0.24], [0.03, 0.00, 0.08], [0.06, 0.08, -0.08], [-0.01, 0.00, -0.01], [-0.02, 0.00, 0.00], [-0.01, 0.01, 0.00], [-0.02, 0.00, -0.01], [0.01, 0.00, -0.01], [0.00, -0.01, 0.01], [0.00, 0.00, 0.01], [0.03, 0.01, 0.01], [0.00, 0.05, -0.04], [-0.17, -0.15, -0.25], [0.01, 0.01, -0.02], [0.00, 0.02, 0.03], [-0.01, 0.00, 0.01]],
  "mulliken_charge": [-1.92, -0.70, -0.68, -0.21, 0.21, -0.15, -0.48, 0.10, 0.46, -0.44, -0.74, -0.67, -0.43, 0.99, -1.15, -0.19, -0.29, -0.65, 0.79, -0.27, -0.96, 0.74, -0.28, -0.52, -0.24, 0.90, -0.01, -0.12, 0.63, -0.52, -0.70, -0.64, -0.78, 0.71, 0.36, -0.80, -0.70, -0.72, -0.58, 0.94, 0.02, 0.39, 0.40, 0.57, 0.53, 0.41, 0.41, 0.49, 0.58, 0.55, 0.40, 0.43, 0.52, 0.51, 0.43, 0.40, 0.50, -0.71, -0.27, 0.70, -1.54, 0.97, -1.18, -0.47, -1.08, 0.00, 0.72, 0.84, -0.89, -0.65, -1.08, -0.19, 0.95, 0.27, 0.82, 0.52, 0.43, 0.48, 0.29, 0.57, 0.44, 0.53, 0.38, -0.97, 1.17, 0.31, 0.31, 0.45],
  "fmax_ha_per_bohr": 0.008,
  "orbital_gap_ev": 5.2,
  "spin_multiplicity": 1,
  "e_tot_ev": -90739.26969,
  "e_above_lowest_kcal_mol": 90.9
}


{
  "formula": "C23H36N2O4",
  "method": "the ωB97M-V functional and the def2-TZVPD basis",
  "symbols": ["C", "C", "C", "C", "C", "C", "H", "H", "C", "C", "O", "N", "H", "C", "C", "N", "C", "C", "H", "H", "C", "H", "H", "C", "H", "H", "H", "H", "H", "H", "H", "C", "C", "C", "C", "C", "C", "C", "H", "H", "O", "C", "C", "H", "O", "H", "H", "H", "H", "O", "H", "H", "H", "H", "H", "H", "H", "H", "H", "H", "H", "H", "H", "H", "H"],
  "xyz": [[5.126, 2.409, 1.525], [4.034, 2.610, 0.482], [2.659, 2.271, 1.052], [1.507, 2.545, 0.084], [1.453, 1.558, -1.081], [0.354, 1.878, -2.095], [0.463, 2.910, -2.438], [0.470, 1.218, -2.957], [-1.059, 1.675, -1.542], [-1.293, 0.208, -1.231], [-1.174, -0.665, -2.065], [-1.615, -0.056, 0.060], [-1.904, 0.706, 0.653], [-2.059, -1.371, 0.472], [-3.420, -1.264, 1.170], [-4.284, -0.335, 0.481], [-5.506, -0.029, 1.205], [-6.399, 0.668, 0.172], [-7.437, 0.361, 0.286], [-6.353, 1.749, 0.289], [-5.818, 0.241, -1.188], [-5.375, 1.096, -1.697], [-6.572, -0.192, -1.843], [-4.732, -0.773, -0.831], [-3.906, -0.768, -1.542], [-5.153, -1.793, -0.789], [-5.279, 0.605, 2.065], [-5.993, -0.948, 1.575], [-3.262, -0.887, 2.186], [-3.864, -2.274, 1.249], [-2.133, -1.971, -0.440], [-1.011, -2.023, 1.415], [0.303, -2.187, 0.678], [1.451, -1.543, 1.107], [2.640, -1.657, 0.398], [2.675, -2.401, -0.781], [1.534, -3.082, -1.186], [0.366, -2.985, -0.460], [-0.506, -3.524, -0.792], [1.585, -3.674, -2.085], [3.807, -2.488, -1.553], [4.763, -1.504, -1.236], [4.950, -1.423, 0.279], [5.249, -2.410, 0.657], [3.750, -1.015, 0.894], [5.705, -0.683, 0.546], [4.433, -0.525, -1.610], [5.689, -1.795, -1.735], [1.468, -0.961, 2.016], [-0.899, -1.289, 2.608], [-0.550, -0.419, 2.381], [-1.386, -3.007, 1.717], [-1.780, 1.962, -2.311], [-1.229, 2.296, -0.664], [1.303, 0.545, -0.699], [2.409, 1.577, -1.606], [0.571, 2.493, 0.644], [1.601, 3.561, -0.309], [2.505, 2.867, 1.956], [2.650, 1.219, 1.340], [4.042, 3.648, 0.139], [4.243, 1.974, -0.379], [5.106, 1.386, 1.895], [6.108, 2.607, 1.100], [4.977, 3.079, 2.369]],
  "atomic_forces_ev_per_a": [[-0.06, 0.07, -0.25], [-0.07, -0.15, 0.29], [-0.05, 0.25, -0.25], [0.13, -0.32, 0.05], [-0.13, 0.32, -0.08], [0.06, -0.15, 0.10], [-0.01, 0.00, -0.06], [-0.04, 0.08, -0.06], [0.13, -0.08, -0.28], [0.07, 0.55, 0.14], [0.02, -0.17, -0.35], [0.03, -0.24, 0.53], [-0.05, 0.09, -0.25], [0.03, -0.26, 0.27], [0.16, 0.16, -0.07], [-0.18, -0.08, 0.08], [-0.09, 0.09, 0.16], [-0.01, 0.00, 0.09], [-0.02, 0.05, 0.03], [-0.05, 0.01, 0.01], [0.05, -0.09, -0.05], [-0.01, -0.01, -0.05], [0.01, 0.03, -0.07], [0.04, 0.09, -0.18], [0.01, -0.11, -0.05], [0.03, -0.02, 0.02], [-0.06, -0.08, 0.05], [0.02, 0.01, 0.00], [-0.04, -0.09, -0.04], [0.01, 0.06, 0.02], [-0.01, 0.06, 0.11], [-0.30, -0.18, -0.57], [0.08, -0.03, 0.21], [0.06, -0.08, -0.08], [0.02, -0.11, -0.08], [0.00, 0.12, 0.10], [0.16, 0.07, 0.06], [0.10, 0.06, 0.06], [-0.14, -0.04, -0.10], [0.01, -0.08, -0.14], [-0.30, -0.27, 0.02], [0.26, 0.32, 0.38], [0.32, -0.20, -0.47], [-0.01, 0.12, -0.01], [-0.40, 0.08, 0.03], [-0.01, -0.08, -0.04], [0.04, -0.08, 0.00], [-0.05, 0.07, 0.06], [0.00, 0.04, 0.12], [0.12, 0.23, 0.22], [0.04, 0.02, 0.03], [0.02, 0.07, -0.05], [-0.07, -0.01, 0.07], [-0.06, 0.03, 0.03], [0.10, -0.08, 0.02], [0.06, -0.11, 0.00], [-0.09, 0.08, 0.00], [-0.08, 0.09, 0.01], [0.03, -0.04, 0.08], [-0.01, -0.05, 0.10], [-0.02, 0.01, -0.10], [0.00, 0.02, -0.11], [0.03, -0.13, 0.09], [0.14, 0.00, 0.05], [0.02, 0.04, 0.12]],
  "mulliken_charge": [-1.42, -0.17, -0.26, -0.72, 0.88, -1.38, 0.47, 0.38, -0.91, 0.41, -0.66, 0.31, 0.46, -0.60, -1.61, 0.32, -0.71, -0.58, 0.30, 0.26, -0.68, 0.24, 0.38, -0.63, 0.38, 0.30, 0.41, 0.33, 0.44, 0.42, 0.72, -0.52, 0.21, -0.13, 0.31, 0.54, -1.15, -0.55, 0.38, 0.46, -0.49, -0.37, -0.52, 0.28, -0.38, 0.36, 0.17, 0.37, 0.57, -0.69, 0.45, 0.70, 0.36, 0.42, -0.74, 0.51, 0.34, 0.28, 0.47, -0.29, 0.40, 0.14, 0.22, 0.37, 0.42],
  "fmax_ha_per_bohr": 0.013,
  "orbital_gap_ev": 8.9,
  "spin_multiplicity": 1,
  "e_tot_ev": -35606.04590,
  "e_above_lowest_kcal_mol": 0.0,
  "smiles": "CCCCCCCC(=O)N[C@H](CN1CCCC1)[C@H](O)c1ccc2c(c1)OCCO2"
}


Number 2 is which compound? C45H29N11O2Ti